Entry 1:
2 unconnected molecules or ions with the total composition C3H9NO2, computed with the ωB97M-V functional and the def2-TZVPD basis.

## Properties
- LUMO (eV) = 0.25
- orbital gap (eV) = 8.649
- relative energy (zero: lowest compared OMol25 entry of this formula, charge and spin) (kcal/mol) = 25.0
- electronic energy (Eh) = -324.9328

```
! RIJCOSX wB97M-V def2-TZVPD def2/J DEFGRID3
* xyz 0 1
C 0.4087 -0.5942 -2.4824
N -0.4223 0.3523 -1.6958
H -1.4083 0.1042 -1.7542
H -0.1433 0.2576 -0.6618
H -0.2933 1.3085 -2.0083
H 0.2197 -1.6142 -2.1387
H 1.4572 -0.3722 -2.2578
H 0.2405 -0.4749 -3.5444
C 0.1489 0.2143 2.9887
C -0.1660 0.1007 1.5112
O 0.7089 0.4586 0.6662
O -1.3049 -0.3022 1.1895
H -0.4359 -0.5578 3.5139
H -0.2013 1.1461 3.4481
H 1.1913 -0.0267 3.2257
*
```

=====

Entry 2:
2 unconnected molecules or ions with the total composition C3H9NO2, computed with the ωB97M-V functional and the def2-TZVPD basis.

## Properties
- LUMO (eV) = 0.64
- orbital gap (eV) = 9.781
- SMILES string = CNCC=O.O
- relative energy (zero: lowest compared OMol25 entry of this formula, charge and spin) (kcal/mol) = 52.3
- electronic energy (Eh) = -324.8893

```
! RIJCOSX wB97M-V def2-TZVPD def2/J DEFGRID3
* xyz 0 1
C 1.2885 -0.2187 1.0030
N 0.7296 -1.0863 -0.0881
C -0.2071 -0.3501 -0.9426
C -1.0681 -1.3331 -1.6522
O -1.8481 -1.1312 -2.5354
H 1.4031 0.8182 0.6442
H 0.5523 -0.1130 1.7803
H 2.2245 -0.7195 1.4214
H 1.4006 -1.6677 -0.5664
H 0.2689 0.4471 -1.5518
H -0.8257 0.3315 -0.2933
H -0.7653 -2.3934 -1.3432
H 0.7851 4.0014 2.8654
H 1.2746 2.6347 3.0910
O 0.4410 3.1228 3.0766
*
```

=====

Entry 3:
A single C3H9NO2 molecule, computed with the ωB97M-V functional and the def2-TZVPD basis.

## Properties
- LUMO (eV) = 0.67
- orbital gap (eV) = 10.019
- SMILES string = OCCNCO
- relative energy (zero: lowest compared OMol25 entry of this formula, charge and spin) (kcal/mol) = 67.0
- electronic energy (Eh) = -324.8658

```
! RIJCOSX wB97M-V def2-TZVPD def2/J DEFGRID3
* xyz 0 1
C 0.1033 -0.1912 1.1379
C -0.5047 -1.4846 0.5331
O -0.0890 -1.5901 -0.7084
N 0.9685 0.6859 0.3756
C 0.2261 1.4818 -0.5990
O -0.4628 0.7603 -1.6150
H -0.7286 0.3342 1.6805
H 0.5266 -0.4362 2.1101
H -1.6554 -1.6416 0.6456
H -0.0681 -2.3970 1.0447
H -0.3063 -0.7779 -1.0774
H 1.7248 0.0764 0.0162
H -0.6260 1.9559 0.0135
H 0.9309 2.3397 -1.0238
H -0.0393 0.8844 -2.5336
*
```

=====

Entry 4:
3 unconnected molecules or ions with the total composition C3H9NO2, computed with the ωB97M-V functional and the def2-TZVPD basis.

## Properties
- LUMO (eV) = -1.99
- orbital gap (eV) = 7.483
- relative energy (zero: lowest compared OMol25 entry of this formula, charge and spin) (kcal/mol) = 140.5
- electronic energy (Eh) = -324.7487

```
! RIJCOSX wB97M-V def2-TZVPD def2/J DEFGRID3
* xyz 0 1
C 0.9710 1.0694 0.4993
C 0.0049 0.0093 0.0497
N 1.6179 -1.6804 -2.1589
H 0.9678 1.3711 1.5399
H 2.0077 0.9151 0.0708
H 0.5274 2.0297 -0.0690
H -0.7011 0.2323 -0.6846
H -0.1512 -0.8316 0.4918
H 1.6558 -0.7171 -2.1545
H 0.5242 -1.6366 -2.0586
H 1.9530 -1.7606 -0.9811
O -1.8507 1.0257 0.5017
C -2.4276 0.2802 1.3428
O -2.9874 -0.7711 1.1867
H -2.1116 0.4646 2.4240
*
```

=====

Entry 5:
2 unconnected molecules or ions with the total composition C3H9NO2, computed with the ωB97M-V functional and the def2-TZVPD basis.

## Properties
- LUMO (eV) = 0.78
- orbital gap (eV) = 10.432
- SMILES string = NC=O.CCO
- relative energy (zero: lowest compared OMol25 entry of this formula, charge and spin) (kcal/mol) = 25.3
- electronic energy (Eh) = -324.9323

```
! RIJCOSX wB97M-V def2-TZVPD def2/J DEFGRID3
* xyz 0 1
C 2.2823 0.1393 0.1340
O 1.1611 -0.0538 0.9746
C 1.9309 0.8074 -1.1695
H 2.7091 -0.8553 -0.0264
H 2.9534 0.7430 0.7421
H 0.3705 -0.3960 0.5166
H 1.1860 0.2494 -1.7174
H 2.8419 0.9382 -1.7405
H 1.5206 1.7989 -0.9851
C -1.6976 -0.1229 0.4069
N -2.4985 0.3037 -0.5852
O -1.2603 -1.2577 0.4686
H -1.3747 0.6280 1.1379
H -2.7525 -0.2846 -1.3586
H -2.9178 1.2185 -0.5384
*
```

=====

Entry 6:
2 unconnected molecules or ions with the total composition C3H9NO2, computed with the ωB97M-V functional and the def2-TZVPD basis.

## Properties
- LUMO (eV) = 0.57
- orbital gap (eV) = 10.335
- SMILES string = NC=O.CCO
- relative energy (zero: lowest compared OMol25 entry of this formula, charge and spin) (kcal/mol) = 27.8
- electronic energy (Eh) = -324.9282

```
! RIJCOSX wB97M-V def2-TZVPD def2/J DEFGRID3
* xyz 0 1
C 1.7673 0.8465 -1.5089
O 0.8678 0.8743 -0.4076
C 1.0382 0.2509 -2.7010
H 2.0479 1.8685 -1.7848
H 2.6931 0.3250 -1.2508
H 1.1612 1.5191 0.2371
H 0.1213 0.8226 -2.8330
H 1.6007 0.3404 -3.6252
H 0.7971 -0.7802 -2.4587
C -0.9892 -0.6988 1.9481
N -1.4746 -0.0928 0.8312
O -1.5559 -1.6115 2.5047
H 0.0399 -0.3853 2.1816
H -2.3928 -0.3589 0.5065
H -1.2942 0.8711 0.6069
*
```

=====

Entry 7:
2 unconnected molecules or ions with the total composition C3H9NO2, computed with the ωB97M-V functional and the def2-TZVPD basis.

## Properties
- LUMO (eV) = 0.68
- orbital gap (eV) = 9.948
- SMILES string = CC(=O)O.CN
- relative energy (zero: lowest compared OMol25 entry of this formula, charge and spin) (kcal/mol) = 38.1
- electronic energy (Eh) = -324.9119

```
! RIJCOSX wB97M-V def2-TZVPD def2/J DEFGRID3
* xyz 0 1
C -1.3929 1.5563 -1.3206
N -1.8263 0.3088 -0.7156
H -1.7311 0.3236 0.2975
H -0.3791 -2.3618 1.2258
H -1.2919 -0.5043 -1.0048
H -2.3204 2.1339 -1.5237
H -1.0866 1.2488 -2.3569
H -0.7125 2.2309 -0.7717
C 1.7819 -0.1239 1.0444
C 1.2095 -1.4615 0.7498
O 0.0555 -1.5533 1.5490
O 1.4887 -2.3910 0.0590
H 2.6534 -0.2109 1.6953
H 1.2406 0.8246 1.0149
H 2.3111 -0.0199 0.0577
*
```

=====

Entry 8:
2 unconnected molecules or ions with the total composition C3H9NO2S, computed with the ωB97M-V functional and the def2-TZVPD basis.

## Properties
- LUMO (spin up / spin down) (eV) = -0.04 / -0.04
- orbital gap (spin up / spin down) (eV) = 9.345 / 9.346
- relative energy (zero: lowest compared OMol25 entry of this formula, charge and spin) (kcal/mol) = 63.2
- electronic energy (Eh) = -723.0676

```
! RIJCOSX wB97M-V def2-TZVPD def2/J DEFGRID3
* xyz 0 1
C 0.4639 1.4544 0.4785
C 0.2689 -0.9886 0.6656
C -0.4918 0.0710 -1.2990
N 0.5369 0.1693 -0.1955
O 3.4583 -0.6497 -0.8341
O 3.1640 -0.1096 1.5824
S 3.0519 0.2759 0.1862
H 0.9008 1.2202 1.4890
H 1.1596 2.1796 -0.0101
H -0.4854 1.8596 0.5061
H 1.0701 -1.2020 1.3026
H -0.6734 -0.9316 1.1561
H 0.0379 -1.7998 -0.0504
H -0.7419 1.0792 -1.6539
H 0.0407 -0.4933 -2.0547
H -1.3699 -0.6350 -0.9890
*
```

=====

Q: Look up the relative energy (zero: lowest compared OMol25 entry of this formula, charge and spin) of the eighth one.
A: 63.2 kcal/mol

=====

Q: Among the records above, which one has the highest electronic energy?
A: number 4

=====

Q: Which of these has the highest relative energy (zero: lowest compared OMol25 entry of this formula, charge and spin)?
A: number 4

=====

Repeat the second record exactly.
2 unconnected molecules or ions with the total composition C3H9NO2, computed with the ωB97M-V functional and the def2-TZVPD basis.

## Properties
- LUMO (eV) = 0.64
- orbital gap (eV) = 9.781
- SMILES string = CNCC=O.O
- relative energy (zero: lowest compared OMol25 entry of this formula, charge and spin) (kcal/mol) = 52.3
- electronic energy (Eh) = -324.8893

```
! RIJCOSX wB97M-V def2-TZVPD def2/J DEFGRID3
* xyz 0 1
C 1.2885 -0.2187 1.0030
N 0.7296 -1.0863 -0.0881
C -0.2071 -0.3501 -0.9426
C -1.0681 -1.3331 -1.6522
O -1.8481 -1.1312 -2.5354
H 1.4031 0.8182 0.6442
H 0.5523 -0.1130 1.7803
H 2.2245 -0.7195 1.4214
H 1.4006 -1.6677 -0.5664
H 0.2689 0.4471 -1.5518
H -0.8257 0.3315 -0.2933
H -0.7653 -2.3934 -1.3432
H 0.7851 4.0014 2.8654
H 1.2746 2.6347 3.0910
O 0.4410 3.1228 3.0766
*
```